Here is a single C4H12N2O molecule in a non-equilibrium geometry from OMol25. Energies are from the ωB97M-V functional and the def2-TZVPD basis.

Computed properties:
structure (SMILES): NCC[C@H](N)CO
total charge: 0
HOMO level: -8.85 eV
strongest force on any atom: 0.030 hartree/bohr
M: 104.153 g/mol
relative energy (zero: lowest compared OMol25 entry of this formula, charge and spin): 38.1 kcal/mol

Each line ends with the Mulliken charge.
CARTESIAN COORDINATES (ANGSTROEM)
N1 -1.986 1.716 0.138  -0.618
C1 -1.802 0.455 -0.571  -0.915
C2 -0.925 -0.704 -0.077  -0.703
C3 0.489 -0.231 0.390  0.144
N2 0.909 1.067 -0.097  -0.462
C4 1.445 -1.374 0.051  -0.594
O1 2.847 -1.046 0.106  -0.514
H1 -1.079 2.157 0.114  0.350
H2 -2.299 1.511 1.077  0.228
H3 -1.322 0.667 -1.537  0.369
H4 -2.798 0.131 -0.881  0.436
H5 -0.851 -1.395 -0.913  0.358
H6 -1.326 -1.197 0.800  0.360
H7 0.374 -0.125 1.468  0.194
H8 1.163 1.082 -1.076  0.181
H9 1.603 1.509 0.482  0.255
H10 1.312 -2.192 0.762  0.286
H11 1.300 -1.703 -0.977  0.350
H12 2.945 -0.329 0.740  0.295


Here is a single C4H12N2O molecule in a non-equilibrium geometry from OMol25. Energies are from the ωB97M-V functional and the def2-TZVPD basis.

Computed properties:
structure (SMILES): NCCNCCO
total charge: 0
HOMO level: -8.64 eV
strongest force on any atom: 0.058 hartree/bohr
M: 104.153 g/mol
relative energy (zero: lowest compared OMol25 entry of this formula, charge and spin): 77.3 kcal/mol

Each line ends with the Mulliken charge.
CARTESIAN COORDINATES (ANGSTROEM)
N1 -1.883 0.559 -1.818  -0.683
C1 -1.633 0.173 -0.452  -0.056
C2 -0.926 -1.200 -0.552  -0.717
N2 0.525 -1.175 -0.246  -0.352
C3 0.747 -0.596 1.037  -0.388
C4 1.962 0.313 1.116  -0.352
O1 1.567 1.652 0.969  -0.524
H1 -2.659 0.006 -2.214  0.240
H2 -2.366 1.482 -1.846  0.239
H3 -2.662 -0.012 0.191  0.186
H4 -1.181 1.107 0.014  0.157
H5 -1.471 -1.967 -0.024  0.351
H6 -1.154 -1.770 -1.605  0.288
H7 1.096 -0.724 -0.973  0.301
H8 -0.206 -0.022 1.373  0.230
H9 0.683 -1.444 1.813  0.261
H10 2.399 0.254 2.097  0.276
H11 2.847 0.138 0.371  0.232
H12 0.741 1.903 0.604  0.310


Here is a single C4H12N2O molecule in a non-equilibrium geometry from OMol25. Energies are from the ωB97M-V functional and the def2-TZVPD basis.

Computed properties:
structure (SMILES): NCC[C@@H](N)CO
total charge: 0
HOMO level: -8.85 eV
strongest force on any atom: 0.093 hartree/bohr
M: 104.153 g/mol
relative energy (zero: lowest compared OMol25 entry of this formula, charge and spin): 78.9 kcal/mol

Each line ends with the Mulliken charge.
CARTESIAN COORDINATES (ANGSTROEM)
N1 -0.888 2.199 -0.705  -0.557
C1 -1.556 1.269 0.290  -0.792
C2 -0.975 -0.261 0.067  -0.864
C3 0.588 -0.381 0.036  0.381
N2 1.167 0.496 0.937  -0.758
C4 0.966 -2.004 0.236  -0.657
O1 2.054 -2.116 -0.796  -0.525
H1 -1.176 2.280 -1.765  0.211
H2 -1.005 3.213 -0.453  0.224
H3 -1.106 1.398 1.273  0.364
H4 -2.661 1.569 0.306  0.318
H5 -1.357 -1.136 0.563  0.516
H6 -1.488 -0.588 -0.873  0.344
H7 0.875 -0.204 -0.977  0.227
H8 2.132 0.668 0.573  0.279
H9 0.754 1.435 0.966  0.276
H10 1.405 -2.094 1.218  0.313
H11 0.139 -2.658 0.007  0.407
H12 2.132 -3.085 -0.902  0.294


Here is a single C4H12N2O molecule in a non-equilibrium geometry from OMol25. Energies are from the ωB97M-V functional and the def2-TZVPD basis.

Computed properties:
structure (SMILES): NCCNCCO
total charge: 0
HOMO level: -8.18 eV
strongest force on any atom: 0.034 hartree/bohr
M: 104.153 g/mol
relative energy (zero: lowest compared OMol25 entry of this formula, charge and spin): 50.4 kcal/mol

Each line ends with the Mulliken charge.
CARTESIAN COORDINATES (ANGSTROEM)
N1 -2.479 1.451 1.513  -0.686
C1 -1.769 0.840 0.357  -0.347
C2 -0.311 0.472 0.737  -0.523
N2 0.644 0.702 -0.312  -0.282
C3 0.652 -0.256 -1.414  -0.623
C4 1.517 -1.524 -1.139  -0.379
O1 1.881 -1.644 0.219  -0.503
H1 -3.139 2.109 1.139  0.243
H2 -1.784 2.061 1.933  0.238
H3 -2.270 -0.082 0.057  0.286
H4 -1.736 1.563 -0.450  0.283
H5 -0.206 -0.559 1.037  0.090
H6 -0.035 1.092 1.596  0.479
H7 0.972 1.593 -0.617  0.237
H8 1.113 0.263 -2.239  0.431
H9 -0.371 -0.539 -1.693  0.208
H10 0.983 -2.423 -1.459  0.337
H11 2.404 -1.424 -1.762  0.201
H12 1.859 -2.572 0.477  0.308


Here is 4 unconnected molecules or ions with the total composition C4H12N2O in a non-equilibrium geometry from OMol25. Energies are from the ωB97M-V functional and the def2-TZVPD basis.

Computed properties:
total charge: 0
HOMO level: -8.28 eV
strongest force on any atom: 0.060 hartree/bohr
M: 104.153 g/mol
relative energy (zero: lowest compared OMol25 entry of this formula, charge and spin): 101.6 kcal/mol

Each line ends with the Mulliken charge.
CARTESIAN COORDINATES (ANGSTROEM)
C1 1.401 -0.510 -0.407  0.539
C2 2.370 0.556 -0.825  -1.140
C3 0.895 -0.607 0.865  -1.159
O1 1.484 -1.611 -1.227  -0.482
H1 1.040 -2.360 -0.813  0.313
H2 -0.193 0.281 -1.452  0.113
H3 2.222 0.803 -1.879  0.344
H4 -0.609 0.044 0.768  0.452
H5 3.392 0.200 -0.691  0.322
H6 2.230 1.453 -0.229  0.348
H7 0.685 -1.588 1.276  0.378
H8 1.266 0.071 1.620  0.328
N1 -2.740 -0.384 0.450  -0.396
C4 -1.749 0.549 0.656  0.001
N2 -1.880 1.698 1.171  -0.578
H9 -3.702 -0.075 0.458  0.213
H10 -2.543 -1.170 -0.148  0.202
H11 -2.850 1.973 1.339  0.199
H12 -0.721 0.677 -0.933  0.004


Here is 3 unconnected molecules or ions with the total composition C4H12N2O in a non-equilibrium geometry from OMol25. Energies are from the ωB97M-V functional and the def2-TZVPD basis.

Computed properties:
structure (SMILES): CCC=O.C=N.N
total charge: 0
HOMO level: -8.23 eV
strongest force on any atom: 0.080 hartree/bohr
M: 104.153 g/mol
relative energy (zero: lowest compared OMol25 entry of this formula, charge and spin): 81.2 kcal/mol

Each line ends with the Mulliken charge.
CARTESIAN COORDINATES (ANGSTROEM)
C1 0.619 2.510 -0.638  -1.373
C2 0.082 1.538 0.413  0.284
C3 -1.404 1.423 0.378  0.003
O1 -2.055 0.599 0.976  -0.562
H1 1.703 2.566 -0.573  0.367
H2 0.353 2.168 -1.636  0.324
H3 0.212 3.510 -0.491  0.379
H4 0.513 0.541 0.241  -0.034
H5 0.388 1.846 1.416  0.279
H6 -1.942 2.201 -0.199  0.354
C4 0.975 -2.025 -1.193  -0.442
N1 1.070 -1.479 0.003  -0.450
H7 1.331 -1.421 -2.020  0.253
H8 0.857 -3.099 -1.341  0.309
H9 1.267 -2.117 0.776  0.248
N2 -0.777 -2.143 0.944  -0.713
H10 -0.843 -2.687 1.803  0.234
H11 -1.278 -1.260 1.059  0.280
H12 -1.071 -2.670 0.083  0.260


Here is a single C4H12N2O molecule in a non-equilibrium geometry from OMol25. Energies are from the ωB97M-V functional and the def2-TZVPD basis.

Computed properties:
structure (SMILES): CC[C@](C)(N)ON
total charge: 0
HOMO level: -9.21 eV
strongest force on any atom: 0.043 hartree/bohr
M: 104.153 g/mol
relative energy (zero: lowest compared OMol25 entry of this formula, charge and spin): 54.8 kcal/mol

Each line ends with the Mulliken charge.
CARTESIAN COORDINATES (ANGSTROEM)
C1 -1.987 -0.263 -0.665  -1.248
C2 -1.008 0.158 0.425  -0.709
C3 0.494 0.376 -0.076  1.253
C4 1.378 0.794 1.102  -1.778
N1 0.584 1.360 -1.126  -0.727
O1 0.962 -0.822 -0.682  -0.334
N2 1.078 -1.897 0.259  -0.539
H1 -2.948 -0.536 -0.233  0.381
H2 -1.593 -1.113 -1.219  0.307
H3 -2.155 0.552 -1.371  0.297
H4 -1.349 1.070 0.920  0.391
H5 -0.955 -0.621 1.186  0.401
H6 1.390 0.011 1.854  0.412
H7 1.000 1.716 1.535  0.379
H8 2.388 0.965 0.734  0.422
H9 0.080 2.201 -0.866  0.304
H10 0.051 0.879 -1.879  0.323
H11 0.531 -2.659 -0.136  0.236
H12 2.059 -2.172 0.237  0.228


Here is a single C4H12N2O molecule in a non-equilibrium geometry from OMol25. Energies are from the ωB97M-V functional and the def2-TZVPD basis.

Computed properties:
structure (SMILES): NCCNCCO
total charge: 0
HOMO level: -8.94 eV
strongest force on any atom: 0.031 hartree/bohr
M: 104.153 g/mol
relative energy (zero: lowest compared OMol25 entry of this formula, charge and spin): 48.7 kcal/mol

Each line ends with the Mulliken charge.
CARTESIAN COORDINATES (ANGSTROEM)
N1 2.495 1.120 0.807  -0.528
C1 1.653 0.062 1.420  -0.420
C2 1.276 -1.099 0.481  -0.739
N2 0.399 -0.699 -0.615  -0.364
C3 -0.954 -0.302 -0.156  -0.423
C4 -2.061 -0.218 -1.183  -0.382
O1 -2.972 0.854 -0.903  -0.509
H1 3.024 0.663 0.084  0.211
H2 3.028 1.610 1.510  0.221
H3 2.073 -0.263 2.390  0.365
H4 0.709 0.552 1.683  0.187
H5 0.956 -1.873 1.197  0.308
H6 2.143 -1.607 0.060  0.373
H7 0.883 0.079 -1.039  0.321
H8 -0.777 0.678 0.285  0.287
H9 -1.283 -0.962 0.650  0.255
H10 -2.666 -1.117 -1.069  0.253
H11 -1.675 -0.131 -2.193  0.264
H12 -2.411 1.614 -0.741  0.320


Here is 2 unconnected molecules or ions with the total composition C4H12N2O in a non-equilibrium geometry from OMol25. Energies are from the ωB97M-V functional and the def2-TZVPD basis.

Computed properties:
structure (SMILES): C=NCCCN.O
total charge: 0
HOMO level: -8.88 eV
strongest force on any atom: 0.072 hartree/bohr
M: 104.153 g/mol
relative energy (zero: lowest compared OMol25 entry of this formula, charge and spin): 72.1 kcal/mol

Each line ends with the Mulliken charge.
CARTESIAN COORDINATES (ANGSTROEM)
C1 2.007 -0.187 0.116  -0.306
N1 1.171 0.277 -0.781  -0.390
C2 0.474 -0.682 -1.593  -0.714
C3 -0.828 -1.159 -0.763  -0.649
C4 -1.569 -0.047 -0.001  -0.364
N2 -1.974 1.108 -0.793  -0.596
H1 2.059 0.317 1.035  0.289
H2 2.415 -1.215 0.168  0.258
H3 0.967 -1.683 -1.679  0.310
H4 0.436 -0.255 -2.534  0.430
H5 -1.563 -1.740 -1.284  0.503
H6 -0.527 -1.880 -0.026  0.312
H7 -2.393 -0.723 0.487  0.284
H8 -0.998 0.279 0.835  0.096
H9 -1.170 1.659 -1.137  0.290
H10 -2.537 0.681 -1.519  0.267
O1 0.961 0.688 2.976  -0.634
H11 0.280 0.332 3.560  0.304
H12 0.454 1.479 2.753  0.310


Here is 2 unconnected molecules or ions with the total composition C4H12N2O in a non-equilibrium geometry from OMol25. Energies are from the ωB97M-V functional and the def2-TZVPD basis.

Computed properties:
structure (SMILES): C=NCC.NCO
total charge: 0
HOMO level: -9.69 eV
strongest force on any atom: 0.054 hartree/bohr
M: 104.153 g/mol
relative energy (zero: lowest compared OMol25 entry of this formula, charge and spin): 52.4 kcal/mol

Each line ends with the Mulliken charge.
CARTESIAN COORDINATES (ANGSTROEM)
C1 0.760 -3.053 2.218  -0.284
N1 -0.147 -2.654 1.393  -0.413
C2 -0.209 -1.193 1.216  -0.339
C3 -1.406 -0.928 0.324  -0.955
H1 1.311 -2.353 2.910  0.244
H2 1.033 -4.126 2.228  0.262
H3 -0.311 -0.686 2.196  0.308
H4 0.700 -0.807 0.756  0.329
H5 -1.511 0.138 0.117  0.188
H6 -1.260 -1.480 -0.612  0.265
H7 -2.310 -1.311 0.810  0.387
N2 0.572 1.116 -1.348  -0.487
C4 -0.208 2.292 -1.544  -0.394
O1 0.629 3.440 -1.805  -0.536
H8 1.249 1.072 -2.069  0.232
H9 1.114 1.257 -0.503  0.224
H10 -0.925 2.171 -2.369  0.358
H11 -0.741 2.503 -0.592  0.314
H12 0.024 4.158 -2.036  0.297


Here is a single C4H12N2O molecule from OMol25. Energies are from the ωB97M-V functional and the def2-TZVPD basis.

Computed properties:
structure (SMILES): C[C@H](O)[C@H](N)CN
total charge: 0
HOMO level: -9.35 eV
strongest force on any atom: 0.016 hartree/bohr
M: 104.153 g/mol
relative energy (zero: lowest compared OMol25 entry of this formula, charge and spin): 24.2 kcal/mol

Each line ends with the Mulliken charge.
CARTESIAN COORDINATES (ANGSTROEM)
C1 -2.081 -0.618 -0.520  -1.364
C2 -0.632 -0.616 -0.937  0.042
O1 -0.074 -1.869 -0.538  -0.588
C3 0.151 0.562 -0.337  0.268
N1 1.549 0.429 -0.747  -0.707
C4 -0.036 0.641 1.190  -0.704
N2 1.029 1.453 1.815  -0.665
H1 -2.158 -1.021 0.492  0.357
H2 -2.673 -1.305 -1.133  0.350
H3 -2.541 0.363 -0.552  0.341
H4 -0.526 -0.522 -2.023  0.335
H5 0.634 -2.098 -1.156  0.355
H6 -0.314 1.436 -0.809  0.272
H7 2.089 1.163 -0.306  0.335
H8 1.894 -0.427 -0.320  0.251
H9 -1.007 1.099 1.416  0.304
H10 -0.050 -0.388 1.541  0.348
H11 1.040 2.377 1.390  0.216
H12 0.773 1.617 2.781  0.253


Here is 2 unconnected molecules or ions with the total composition C4H12N2O from OMol25. Energies are from the ωB97M-V functional and the def2-TZVPD basis.

Computed properties:
structure (SMILES): C=CO.NCCN
total charge: 0
HOMO level: -8.43 eV
strongest force on any atom: 0.007 hartree/bohr
M: 104.153 g/mol
relative energy (zero: lowest compared OMol25 entry of this formula, charge and spin): 38.9 kcal/mol

Each line ends with the Mulliken charge.
CARTESIAN COORDINATES (ANGSTROEM)
C1 -2.377 -0.053 -2.536  -0.796
C2 -1.240 -0.405 -1.957  0.149
O1 -1.129 -1.414 -1.069  -0.549
H1 -2.362 0.736 -3.268  0.245
H2 -3.322 -0.537 -2.327  0.269
H3 -0.305 0.093 -2.200  0.262
H4 -0.290 -1.313 -0.560  0.475
N1 1.216 -1.240 0.524  -0.599
C3 1.635 0.128 0.845  -0.636
C4 0.491 0.868 1.520  -0.323
N2 0.973 2.119 2.093  -0.603
H5 1.106 -1.786 1.373  0.213
H6 1.931 -1.708 -0.027  0.230
H7 1.897 0.622 -0.091  0.243
H8 2.525 0.160 1.481  0.455
H9 -0.259 1.100 0.758  0.231
H10 0.019 0.187 2.244  0.297
H11 0.249 2.559 2.642  0.223
H12 1.763 1.949 2.702  0.214


Here is a single C4H12N2O molecule in a non-equilibrium geometry from OMol25. Energies are from the ωB97M-V functional and the def2-TZVPD basis.

Computed properties:
structure (SMILES): NC[C@@H](N)CCO
total charge: 0
HOMO level: -9.23 eV
strongest force on any atom: 0.030 hartree/bohr
M: 104.153 g/mol
relative energy (zero: lowest compared OMol25 entry of this formula, charge and spin): 31.9 kcal/mol

Each line ends with the Mulliken charge.
CARTESIAN COORDINATES (ANGSTROEM)
N1 0.529 2.275 -1.293  -0.513
C1 0.299 1.595 -0.044  -0.663
C2 0.129 0.102 -0.238  0.177
N2 1.331 -0.568 -0.776  -0.632
C3 -0.256 -0.605 1.079  -0.787
C4 -1.299 -1.680 0.860  -0.570
O1 -0.843 -2.948 0.435  -0.536
H1 0.568 3.265 -1.164  0.187
H2 0.004 2.070 -2.134  0.185
H3 -0.611 1.970 0.448  0.326
H4 1.151 1.899 0.546  0.239
H5 -0.649 -0.078 -0.984  0.370
H6 1.521 -0.199 -1.697  0.291
H7 2.144 -0.331 -0.217  0.240
H8 0.641 -1.037 1.529  0.339
H9 -0.653 0.159 1.753  0.383
H10 -2.069 -1.286 0.179  0.299
H11 -1.923 -1.814 1.753  0.324
H12 -0.014 -2.788 -0.035  0.340


| no. | LUMO energy (eV) |
| --- | --- |
| 1 | 0.72 |
| 2 | 0.84 |
| 3 | 1.04 |
| 4 | 0.92 |
| 5 | 0.68 |
| 6 | 1.04 |
| 7 | 1.03 |
| 8 | 0.96 |
| 9 | 0.73 |
| 10 | 0.87 |
| 11 | 0.95 |
| 12 | 0.82 |
| 13 | 1.01 |